No. 1
# C6H12ClN2O3S

An isolated ion of composition C6H12ClN2O3S and charge +1 in a non-equilibrium geometry (ωB97M-V with the def2-TZVPD basis set, the Open Molecules 2025 dataset).

```
25
Properties=species:S:1:pos:R:3:forces:R:3
C -0.981264 -0.557988 0.010019 1.65 1.48 0.55
C 2.348623 -0.421940 0.271467 1.86 0.61 -0.18
C 1.421660 1.755913 0.786880 0.02 0.68 0.57
C 1.295223 -0.632225 -0.872436 0.44 -0.90 4.64
C 0.380184 1.481503 -0.357831 0.00 -1.25 5.26
C -1.172871 -2.038689 -0.018312 0.55 2.20 1.42
N 2.598132 0.953924 0.547948 -0.12 1.81 -0.30
N 0.139043 0.037501 -0.323148 -2.24 0.16 -1.43
O -1.929477 0.341093 0.471687 0.28 -0.59 -0.25
O -3.255029 -0.551387 -1.382791 0.27 0.96 0.12
O -3.996190 1.553646 -0.240780 0.31 0.98 0.24
S -3.416340 0.286308 -0.237401 -0.38 -2.80 -0.68
Cl -4.384546 -0.893350 1.048501 -0.01 0.34 0.36
H 2.057982 -0.777656 1.262405 -0.43 -1.28 -0.45
H 3.361147 -0.761489 -0.035486 -0.92 -0.69 0.26
H 1.481532 2.865397 0.958384 0.93 -0.89 -0.99
H 1.077598 1.533317 1.827661 -0.74 -0.61 -0.88
H 1.697797 -0.304107 -1.761382 0.15 1.18 -2.06
H 1.005033 -1.626888 -0.883505 0.19 -2.10 -0.56
H -0.474427 2.006063 -0.112506 -1.89 1.05 0.05
H 0.736507 1.647821 -1.271427 1.56 1.24 -3.58
H -0.534270 -2.647662 0.557845 1.39 0.08 1.50
H -2.104289 -2.278454 0.358852 -2.19 -0.63 -0.25
H -0.849825 -2.319209 -0.941367 -0.38 -1.16 -3.18
H 3.498063 1.348568 0.336725 -0.29 0.16 -0.18
```
Forces are in eV/Å.

For the HOMO energy, the calculation gives -12.46 eV. The net charge is +1. The largest force on an atom comes out at 5.41 eV/A. The orbital gap is 8.14 eV. The value obtained for the LUMO energy is -0.1589 hartree. Its structure (SMILES) is CC(OS(=O)(=O)Cl)=[N+]1CCNCC1. Its total energy is -38887.52223 eV. The value obtained for the energy above the lowest of the compared OMol25 structures with the same formula, charge and spin is 0.0 kcal/mol.

=====

No. 2
# C6H12ClN4O

A 2-piece molecular cluster, C6H12ClN4O overall in a non-equilibrium geometry (ωB97M-V with the def2-TZVPD basis set, the Open Molecules 2025 dataset).

```
24
Properties=species:S:1:pos:R:3:forces:R:3
C -2.288443 -1.362576 0.745870 2.39 -2.54 1.35
C -1.691988 -0.141335 0.676390 2.41 0.96 -1.40
C -0.188677 -1.793440 1.128506 1.50 3.70 -0.24
C -0.000827 2.249216 0.841583 1.88 -1.43 0.01
C 1.362976 -0.077217 -3.198363 1.68 1.06 -1.43
C 0.465695 0.719569 0.652303 2.70 2.47 0.00
N -1.371356 -2.306494 1.060060 -2.53 -1.26 -0.11
N -0.334380 -0.341607 0.769528 -1.76 -2.07 0.95
N 1.005699 -2.198663 1.549340 1.85 -1.55 0.18
N -1.199986 2.370265 1.561415 -0.77 0.41 1.12
O 0.685205 -1.161491 -2.559135 0.09 1.18 0.03
Cl 2.215556 0.462289 0.704693 -1.12 0.32 -0.23
H -3.274173 -1.601575 0.664158 -2.50 -0.58 -0.27
H -2.009756 0.834770 0.392290 -0.52 -0.27 -0.10
H 0.131676 2.729705 -0.154701 -0.91 -0.14 0.64
H 0.831101 2.677511 1.430289 -0.28 -0.18 -0.20
H 0.974455 0.210657 -4.218457 -0.02 -0.84 0.82
H 2.485794 -0.368568 -3.400179 -1.99 0.87 0.72
H 1.302511 -3.171048 1.975363 -1.51 2.56 -1.42
H 1.810461 -1.568475 1.255172 -1.30 -1.07 0.74
H 1.267826 0.926909 -2.671313 0.29 -1.64 0.10
H -2.096274 2.547595 1.126190 0.52 0.32 0.30
H -1.183415 2.299304 2.596194 -0.03 0.30 -1.47
H 1.100322 -1.935301 -2.927197 -0.06 -0.60 -0.09
```
Forces are in eV/Å.

For the HOMO energy (alpha / beta), the calculation gives -11.09 / -13.24 eV. The net charge is +1. The largest force on an atom comes out at 4.00 eV/A. The orbital gap (alpha / beta) is 8.57 / 6.54 eV. The value obtained for the LUMO energy (alpha / beta) is -0.0927 / -0.2464 hartree. Its total energy is -26935.99915 eV. Its spin multiplicity is 3. The value obtained for the energy above the lowest of the compared OMol25 structures with the same formula, charge and spin is 0.0 kcal/mol.

=====

No. 3
# C6H12ClNO2S

One molecule with the formula C6H12ClNO2S in a non-equilibrium geometry (ωB97M-V with the def2-TZVPD basis set, the Open Molecules 2025 dataset).

```
23
Properties=species:S:1:pos:R:3:forces:R:3
C -0.218326 -0.894786 0.927687 -1.16 -0.31 -3.11
C -1.381084 -0.016777 0.728790 -0.51 1.00 1.11
C -1.500062 1.049336 1.835314 -1.86 -2.71 0.13
C 0.048256 -1.745834 -1.516466 1.80 1.53 0.02
C 2.291879 1.599923 -1.011752 -3.33 0.94 -3.07
C 0.167560 -1.992851 -0.027469 1.54 0.88 0.23
N 0.936072 1.129170 -1.071190 -0.13 -1.14 -0.04
O -0.554947 2.982782 -0.167720 -0.09 1.48 1.00
O -1.467477 0.600439 -0.575128 0.62 0.81 -1.06
S -0.429885 1.893310 -1.080031 -0.80 -2.36 -0.05
Cl -0.956145 -3.390601 0.418050 0.81 -0.07 0.16
H 0.211466 -0.878385 1.860332 1.06 -0.09 2.01
H -2.400484 -0.496874 0.900433 1.31 -0.20 -1.21
H -2.195621 0.562162 2.540532 0.76 0.36 0.53
H -2.102066 1.780878 1.422756 -0.88 1.94 -0.71
H -0.642975 1.424145 2.285272 1.62 0.60 0.64
H 0.581800 -0.730726 -1.626061 -0.81 -1.79 -0.31
H -0.939910 -1.626410 -1.910886 -0.59 -0.16 -0.03
H 0.628158 -2.511639 -2.054556 -0.44 0.18 0.12
H 2.889535 0.836391 -0.792229 2.47 -3.20 0.93
H 2.549716 1.972633 -1.998108 0.25 0.15 -0.27
H 2.343660 2.344683 -0.349570 0.71 3.08 2.68
H 1.333379 -2.101142 0.111028 -2.35 -0.93 0.32
```
Forces are in eV/Å.

For the HOMO energy (alpha / beta), the calculation gives -9.58 / -8.55 eV. The largest force on an atom comes out at 4.62 eV/A. The orbital gap (alpha / beta) is 9.04 / 6.49 eV. The value obtained for the LUMO energy (alpha / beta) is -0.0199 / -0.0758 hartree. Its total energy is -35353.71227 eV. The value obtained for the energy above the lowest of the compared OMol25 structures with the same formula, charge and spin is 107.8 kcal/mol.

=====

No. 4
# C6H12ClNOSi

A 2-piece molecular cluster, C6H12ClNOSi overall in a non-equilibrium geometry (ωB97M-V with the def2-TZVPD basis set, the Open Molecules 2025 dataset).

```
22
Properties=species:S:1:pos:R:3:forces:R:3
C 2.522743 -1.074526 -0.867615 -0.04 -1.11 -0.69
C -1.574283 1.221304 0.882564 -0.27 -0.04 0.07
C -0.822019 -1.673500 1.324279 -0.01 0.37 1.11
C -1.221034 -0.514863 -1.618600 0.42 0.45 -0.80
C 3.727484 0.393174 0.764917 -0.60 -1.56 -1.33
C 2.852024 0.190310 -0.423707 -2.52 1.22 1.44
N 2.285677 -2.084192 -1.354233 -0.19 -0.70 -0.10
O 0.846355 0.581711 0.412149 5.09 0.46 -1.48
Si -0.517185 -0.211965 0.177269 -3.58 -0.50 0.40
Cl 5.409135 0.110977 0.147775 -0.77 -0.10 0.66
H -2.408137 0.919457 1.569436 0.83 0.27 -0.55
H -0.818151 1.837745 1.378255 -0.43 0.00 0.42
H -1.969712 1.863128 0.087467 -0.12 -0.21 0.01
H -1.867094 -1.611292 1.680850 0.20 -0.11 -0.59
H -0.684052 -2.552814 0.742889 -0.07 -1.13 -0.29
H -0.277528 -1.805378 2.292075 0.11 0.42 -0.96
H -2.310315 -0.767202 -1.921031 1.70 0.36 1.25
H -1.049316 0.547168 -1.978773 -0.18 -1.09 -0.11
H -0.574613 -1.198177 -2.234476 -0.48 0.67 0.50
H 3.326449 -0.154780 1.604857 0.78 -0.75 0.17
H 3.603352 1.378776 0.984502 0.26 2.88 0.83
H 2.868611 0.944645 -1.196457 -0.14 0.19 0.04
```
Forces are in eV/Å.

For the HOMO energy, the calculation gives -9.35 eV. The largest force on an atom comes out at 5.32 eV/A. The orbital gap is 7.04 eV. The value obtained for the LUMO energy is -0.0848 hartree. Its total energy is -30351.71228 eV. The value obtained for the energy above the lowest of the compared OMol25 structures with the same formula, charge and spin is 55.0 kcal/mol.

=====

No. 5
# C6H12ClNSi

One molecule with the formula C6H12ClNSi in a non-equilibrium geometry (ωB97M-V with the def2-TZVPD basis set, the Open Molecules 2025 dataset).

```
21
Properties=species:S:1:pos:R:3:forces:R:3
C 1.685340 0.421776 2.575458 -1.02 -0.16 -0.81
C 1.715444 1.149044 -2.717574 0.38 -1.31 -0.59
C 0.741224 0.697300 1.692724 1.33 -0.74 -3.68
C 1.495818 1.357085 -1.435162 -0.09 1.15 0.79
C -2.618707 -0.855957 0.773672 0.48 -0.56 -0.35
C -1.876574 -0.718228 -0.597774 -1.64 -2.42 1.76
N -0.475216 -1.033728 -0.577951 0.88 2.46 -0.30
Si 0.898794 0.059168 -0.174364 -1.60 -0.90 0.93
Cl 2.244942 -1.487245 -0.119720 0.97 -0.13 0.00
H 1.498130 0.778429 3.554781 0.68 0.12 1.11
H 2.485515 -0.225332 2.243854 0.26 0.01 0.67
H 2.410327 1.675751 -3.342004 -0.12 1.12 -0.03
H 1.400980 0.268755 -3.227877 -0.43 -0.89 -0.09
H -0.055087 1.376968 1.765020 -1.10 0.79 1.02
H 1.864562 2.369881 -1.163888 -0.16 -0.88 0.74
H -2.071409 -0.306848 1.510613 0.53 -0.08 0.86
H -3.553526 -0.341267 0.728619 -0.93 0.23 -0.27
H -2.841268 -1.911632 1.077033 0.57 0.90 -0.15
H -2.427314 -1.460600 -1.166135 0.26 -0.20 -0.81
H -2.232545 0.191845 -0.982015 0.64 1.64 -0.82
H -0.289429 -2.005164 -0.417315 0.12 -0.16 0.02
```
Forces are in eV/Å.

For the HOMO energy, the calculation gives -8.78 eV. The largest force on an atom comes out at 3.98 eV/A. The orbital gap is 9.50 eV. The value obtained for the LUMO energy is 0.0266 hartree. Its structure (SMILES) is C=C[Si](Cl)(C=C)NCC. Its total energy is -28306.72949 eV. The value obtained for the energy above the lowest of the compared OMol25 structures with the same formula, charge and spin is 28.2 kcal/mol.

=====

No. 6
# C6H12CoO6

C6H12CoO6 as an isolated structure in a non-equilibrium geometry (ωB97M-V with the def2-TZVPD basis set, the Open Molecules 2025 dataset).

```
25
Properties=species:S:1:pos:R:3:forces:R:3
Co 19.213770 8.988780 -10.485930 2.12 -0.34 -0.69
O 18.756680 8.086060 -12.365130 -0.96 1.47 0.74
C 17.550120 8.686080 -12.744190 1.79 0.10 1.84
C 17.233490 10.093760 -12.030390 1.52 -0.85 1.32
O 17.505630 10.161640 -10.606840 -0.66 -0.76 -1.90
H 16.801470 7.936110 -12.488930 -1.38 -0.08 -0.14
H 17.598730 8.873420 -13.816870 -0.54 0.27 -0.87
H 16.236480 10.433010 -12.311430 -1.07 -0.09 0.11
H 17.881480 10.817550 -12.524690 0.55 0.26 -0.35
O 19.871970 8.017820 -8.777250 -0.39 -1.90 0.04
C 20.301030 6.672450 -8.494750 -0.13 1.14 -2.49
C 20.659680 5.613990 -9.777030 1.78 2.93 -2.21
O 21.490070 6.046460 -10.828720 -1.25 -1.24 2.89
H 19.599650 6.050360 -7.938740 -1.25 -0.37 0.42
H 21.119350 6.769790 -7.781320 1.05 -0.21 -0.08
H 19.753220 5.246370 -10.257950 -1.58 0.30 0.17
H 21.011470 4.683340 -9.331800 0.79 -1.03 1.47
O 20.958140 10.225880 -10.799560 -0.77 -1.11 -0.76
C 22.023730 10.459980 -11.686660 -0.53 0.22 1.49
C 22.613190 9.542670 -12.848940 -2.18 -4.04 1.45
O 22.779170 8.142670 -12.629290 1.14 2.82 -0.37
H 22.781010 10.783450 -10.972520 1.54 -0.03 0.09
H 21.740720 11.387610 -12.184160 0.12 0.93 -1.14
H 23.483940 9.998920 -13.319830 0.87 1.06 -0.02
H 21.780920 9.583510 -13.551610 -0.57 0.54 -1.03
```
Forces are in eV/Å.

For the HOMO energy (alpha / beta), the calculation gives 7.32 / 7.31 eV. The net charge is -4. The largest force on an atom comes out at 4.82 eV/A. The orbital gap (alpha / beta) is 3.69 / 3.69 eV. The value obtained for the LUMO energy (alpha / beta) is 0.4048 / 0.4044 hartree. Its total energy is -56307.21629 eV. Its spin multiplicity is 4. The value obtained for the energy above the lowest of the compared OMol25 structures with the same formula, charge and spin is 12.9 kcal/mol.

=====

No. 7
# C6H12F2N

A 2-piece molecular cluster, C6H12F2N overall in a non-equilibrium geometry (ωB97M-V with the def2-TZVPD basis set, the Open Molecules 2025 dataset).

```
21
Properties=species:S:1:pos:R:3:forces:R:3
C -1.385083 0.132613 2.531877 0.81 0.52 1.25
C -1.015413 0.734622 1.413401 3.46 -2.14 -2.24
C -2.396930 0.537892 3.553175 2.32 4.84 -0.22
C 2.032630 0.104785 -1.806227 -0.41 -1.22 -3.82
C -0.335445 -0.623222 -1.592505 -0.38 1.16 -2.28
C 0.936725 -0.023076 0.216949 -5.55 -1.83 2.67
N 0.732227 0.375383 -1.177360 0.86 -3.07 1.91
F -0.528780 -0.785719 3.054169 -0.04 0.19 -0.67
F -1.558232 1.448923 0.474002 -0.89 0.75 0.37
H -2.888689 1.508193 3.183561 0.78 -1.18 0.70
H -3.140678 -0.116137 3.562064 -3.16 -3.14 0.57
H -1.928367 0.732962 4.593368 -0.66 -0.50 -1.89
H 2.773374 0.752722 -1.447135 0.73 1.81 -0.27
H 2.439608 -0.788251 -1.489124 0.21 -2.39 1.10
H 1.927164 -0.131489 -2.947485 0.25 1.47 1.91
H 0.078189 -1.488405 -2.071660 1.01 -0.14 -0.25
H -0.964123 -1.042649 -0.843769 -0.28 0.68 1.12
H -0.911021 -0.123177 -2.343023 -0.66 0.14 -0.40
H 1.632954 0.439492 0.788731 2.32 1.45 1.19
H 0.716258 -1.135705 0.452576 0.88 2.14 -0.83
H 0.668801 1.372271 -1.303620 -1.59 0.47 0.09
```
Forces are in eV/Å.

For the HOMO energy (alpha / beta), the calculation gives -13.17 / -13.17 eV. The net charge is +1. The largest force on an atom comes out at 6.42 eV/A. The orbital gap (alpha / beta) is 9.09 / 9.09 eV. The value obtained for the LUMO energy (alpha / beta) is -0.1500 / -0.1500 hartree. Its total energy is -13328.77760 eV. The value obtained for the energy above the lowest of the compared OMol25 structures with the same formula, charge and spin is 0.0 kcal/mol.

=====

No. 8
# C6H12F3N2

C6H12F3N2 as an isolated structure in a non-equilibrium geometry (ωB97M-V with the def2-TZVPD basis set, the Open Molecules 2025 dataset).

```
23
Properties=species:S:1:pos:R:3:forces:R:3
C 4.185527 0.312867 -0.163868 -2.03 -2.09 -0.71
C -2.272360 0.256683 0.057758 0.75 1.49 3.31
C -1.274715 -0.811270 -0.027840 0.86 -1.46 0.03
C -0.073617 -0.463052 -0.962856 -0.45 0.70 1.23
C 0.675152 0.776861 -0.426856 2.84 -3.34 -1.24
C 1.567634 0.377326 0.855352 -2.00 1.47 0.53
N 2.142165 -1.736388 0.748804 -0.71 3.92 0.29
N 2.584748 -0.552402 0.557737 0.59 -3.27 -0.98
F 3.624201 0.892669 -1.182107 0.92 0.04 0.74
F 2.799034 -2.680071 0.175745 2.09 -1.04 -0.74
F 4.458058 1.062552 0.820424 0.29 0.15 -0.17
H 4.774986 -0.597469 -0.397885 0.00 0.91 0.34
H -2.920966 0.282519 -0.753047 -0.75 0.96 -1.74
H -1.730558 1.170668 0.447856 -1.26 -0.29 -1.14
H -2.899389 0.016889 0.910228 -0.42 -0.02 0.13
H -1.059666 -1.125521 1.057347 0.53 0.24 -1.75
H -1.799542 -1.630198 -0.499083 0.17 -0.76 0.09
H 0.525423 -1.360385 -1.097585 0.45 0.09 0.03
H -0.393898 -0.185291 -1.960309 -0.55 -0.16 -0.19
H 0.013193 1.488340 -0.093296 -1.38 1.70 0.76
H 1.327944 1.243965 -1.242864 -0.81 -0.62 1.33
H 1.977556 1.348012 1.035954 0.72 0.32 1.08
H 1.020206 -0.069610 1.745486 0.14 1.06 -1.25
```
Forces are in eV/Å.

For the HOMO energy, the calculation gives -14.37 eV. The net charge is +1. The largest force on an atom comes out at 4.55 eV/A. The orbital gap is 8.88 eV. The value obtained for the LUMO energy is -0.2017 hartree. Its total energy is -17536.50669 eV. The value obtained for the energy above the lowest of the compared OMol25 structures with the same formula, charge and spin is 95.5 kcal/mol.